# 1
This record from the Open Molecules 2025 dataset describes a cluster of 2 separate species, C4H6N in total in a non-equilibrium geometry. The level of theory is ωB97M-V with the def2-TZVPD basis set.

Its charge is +1. Its multiplicity is 1. The calculation puts the largest force on an atom at 4.2 eV/A. The value obtained for the LUMO energy (spin up / spin down) is -7.9 / -8.8 eV.

```
11
Properties=species:S:1:pos:R:3:forces:R:3:lowdin_charge:R:1
C 0.744 -1.118 -1.491 0.4 -1.3 0.2 -0.04
C 0.220 -0.390 -0.509 -0.1 -0.5 0.1 0.11
C 1.026 1.171 -2.488 1.4 -1.9 -3.5 0.08
C -1.189 -0.461 2.620 -1.4 0.7 1.7 0.49
N 0.717 0.210 -1.748 -0.5 1.1 1.3 -0.18
H 1.187 -2.007 -1.963 -0.5 0.6 0.3 0.13
H 0.867 2.212 -2.414 -0.4 0.8 0.9 0.08
H 1.482 0.764 -3.450 -0.4 1.1 1.1 0.13
H -2.203 -0.947 2.679 1.2 0.2 -1.0 0.09
H -0.817 0.140 1.769 -0.1 -0.6 0.3 0.00
H -0.787 -0.447 3.677 0.5 -0.1 -1.6 0.10
```
Positions in Å, forces in eV/Å.



# 2
This record from the Open Molecules 2025 dataset describes the molecule C3H5NO in a non-equilibrium geometry. The level of theory is ωB97M-V with the def2-TZVPD basis set.

Its multiplicity is 1. The calculation puts the largest force on an atom at 1.1 eV/A. The value obtained for the LUMO energy is 0.8 eV. Its SMILES is COCC#N.

```
10
Properties=species:S:1:pos:R:3:forces:R:3:lowdin_charge:R:1
C 0.014 -1.183 -0.679 -0.1 -0.3 0.0 -0.10
O 0.268 0.182 -0.953 0.0 0.1 0.0 -0.18
C 0.459 0.944 0.202 0.1 0.1 0.1 -0.22
C -0.794 1.078 0.982 -0.9 0.1 0.5 -0.19
N -1.792 1.148 1.562 1.0 0.0 -0.5 0.15
H -0.431 -1.611 -1.578 0.1 0.0 0.1 0.09
H -0.690 -1.300 0.156 0.1 0.0 -0.1 0.09
H 0.947 -1.712 -0.442 -0.1 0.1 0.0 0.09
H 0.786 1.939 -0.109 -0.1 -0.1 0.0 0.13
H 1.232 0.517 0.859 -0.1 0.0 -0.1 0.13
```
Positions in Å, forces in eV/Å.



# 3
This record from the Open Molecules 2025 dataset describes a cluster of 2 separate species, C3H10N2O3 in total in a non-equilibrium geometry. The level of theory is ωB97M-V with the def2-TZVPD basis set.

Its multiplicity is 1. The calculation puts the largest force on an atom at 3.0 eV/A. The value obtained for the LUMO energy is 0.4 eV. Its SMILES is NC(=O)CNCO.O.

```
18
Properties=species:S:1:pos:R:3:forces:R:3:lowdin_charge:R:1
O -1.816 -0.146 0.408 0.6 -0.2 0.8 0.06
C -1.052 0.654 -0.092 -1.4 0.2 -1.7 -0.54
N -1.424 1.250 -1.271 0.7 0.2 -0.2 0.15
C 0.210 1.181 0.520 0.4 0.6 2.9 -0.16
N 0.525 0.507 1.805 -0.5 -1.0 -1.3 -0.03
C 1.148 -0.765 1.394 1.2 -0.4 1.4 -0.31
O 1.077 -1.813 2.347 -0.8 0.6 -0.1 -0.04
H -2.354 1.135 -1.632 -0.1 -0.2 0.1 0.11
H -0.815 1.885 -1.759 0.0 0.1 0.1 0.10
H -0.005 2.178 0.914 -0.2 0.4 -0.9 0.13
H 1.137 1.236 -0.043 -0.3 -0.1 -0.6 0.12
H -0.388 0.294 2.198 0.0 -0.1 0.2 0.10
H 2.206 -0.513 1.404 0.2 -0.3 -0.8 0.12
H 0.788 -1.185 0.451 0.0 0.4 -0.3 0.12
H 0.151 -2.084 2.309 0.1 -0.4 0.3 0.09
H 0.836 -1.072 -2.576 0.1 -0.1 0.0 0.02
H -0.539 -1.148 -3.182 0.0 -0.1 -0.1 0.02
O 0.315 -1.594 -3.196 -0.1 0.3 0.1 -0.06
```
Positions in Å, forces in eV/Å.



# 4
This record from the Open Molecules 2025 dataset describes the molecule C5H11NO. The level of theory is ωB97M-V with the def2-TZVPD basis set.

Its multiplicity is 1. The calculation puts the largest force on an atom at 0.3 eV/A. The value obtained for the LUMO energy is 1.1 eV. Its SMILES is COC1CN(C)C1.

```
18
Properties=species:S:1:pos:R:3:forces:R:3:lowdin_charge:R:1
C 2.657 0.711 0.207 0.3 0.0 0.1 -0.11
O 1.451 0.979 -0.464 -0.1 0.0 0.0 -0.15
C 0.672 -0.167 -0.657 0.0 -0.2 -0.1 -0.31
C -0.052 -0.718 0.600 0.1 -0.1 0.1 -0.12
N -1.308 -0.451 -0.062 -0.2 -0.2 0.0 -0.22
C -2.557 -0.193 0.579 -0.2 0.0 0.1 -0.09
C -0.716 0.188 -1.220 0.0 0.1 -0.2 -0.11
H 3.179 1.664 0.309 0.0 -0.2 0.0 0.09
H 3.291 0.010 -0.359 -0.1 0.1 0.1 0.09
H 2.483 0.289 1.209 0.0 0.1 -0.2 0.09
H 1.226 -0.927 -1.225 0.0 0.1 0.1 0.15
H 0.090 -1.785 0.817 0.2 0.1 0.1 0.11
H 0.169 -0.137 1.514 -0.2 0.0 -0.2 0.12
H -2.493 0.498 1.438 0.1 0.0 -0.2 0.08
H -2.979 -1.136 0.944 -0.1 0.1 0.1 0.08
H -3.274 0.219 -0.140 0.2 0.0 0.1 0.08
H -0.841 1.275 -1.337 0.0 -0.1 0.2 0.12
H -0.997 -0.318 -2.153 0.1 0.2 0.0 0.11
```
Positions in Å, forces in eV/Å.



# 5
This record from the Open Molecules 2025 dataset describes a cluster of 17 separate species, C64H112F4NO29S4 in total in a non-equilibrium geometry. The level of theory is ωB97M-V with the def2-TZVPD basis set.

Its charge is +2. Its expectation value of S² is 0.757. Its multiplicity is 2. The calculation puts the largest force on an atom at 5.7 eV/A. The value obtained for the LUMO energy (spin up / spin down) is -5.6 / -10.4 eV.

```
214
Properties=species:S:1:pos:R:3:forces:R:3:lowdin_spin:R:1
C -0.243 -2.072 1.923 0.3 -0.1 -0.6 0.00
C 0.276 -1.427 0.613 -1.4 1.0 -0.8 0.00
N -0.561 -0.170 0.071 0.2 -0.4 -0.3 0.00
C 0.037 0.385 -1.221 -0.1 0.7 1.0 0.00
C -1.976 -0.685 -0.374 -0.2 -0.9 1.4 0.00
C -2.990 0.211 -1.046 1.2 2.3 -0.6 0.00
C -0.715 0.903 1.154 0.2 0.5 0.1 0.00
C 0.518 1.246 2.041 0.3 0.5 -0.4 0.00
O 1.642 1.398 1.237 2.7 -1.0 -1.0 0.00
C 2.884 1.784 1.939 -2.1 -0.1 1.0 0.00
H -1.234 -2.526 1.936 -0.1 0.2 -0.6 0.00
H -0.201 -1.438 2.808 0.2 0.3 -0.3 0.00
H 0.435 -2.907 2.103 0.2 -0.1 0.0 0.00
H 0.229 -2.061 -0.273 0.0 -0.5 0.4 0.00
H 1.322 -1.132 0.694 -0.2 0.4 0.1 0.00
H 0.997 0.846 -0.991 0.0 -0.1 -0.2 0.00
H -0.708 1.128 -1.508 0.4 0.3 -0.2 0.00
H 0.082 -0.339 -2.035 0.0 -0.3 0.4 0.00
H -2.312 -1.046 0.598 -0.5 -0.4 -0.3 0.00
H -1.817 -1.495 -1.086 0.5 -0.3 0.4 0.00
H -4.002 -0.130 -1.263 0.4 -0.7 0.3 0.00
H -2.572 0.504 -2.009 -0.3 -0.3 -0.4 0.00
H -3.091 1.192 -0.581 -0.1 -0.1 0.6 0.00
H -1.537 0.578 1.792 0.1 0.0 0.0 0.00
H -1.054 1.832 0.695 -0.1 -0.2 -0.4 0.00
H 0.577 0.532 2.862 0.6 -0.5 0.1 0.00
H 0.547 2.222 2.525 -1.6 0.1 0.5 0.00
H 3.069 1.069 2.740 0.2 -0.6 -0.2 0.00
H 2.646 2.677 2.517 0.1 0.5 -0.2 0.00
H 3.781 1.932 1.338 -0.7 -0.2 -0.6 0.00
F -3.398 -4.001 0.392 0.4 0.7 -0.3 0.00
C -4.683 -3.813 0.032 -2.8 -0.7 -0.6 0.00
C -5.285 -2.577 -0.260 2.0 -0.2 1.1 0.00
C -6.637 -2.481 -0.472 -1.9 -1.9 -0.5 0.00
C -7.437 -3.664 -0.491 1.2 -0.5 -0.5 0.00
C -6.840 -4.929 -0.318 0.4 1.9 -0.6 0.00
C -5.470 -4.959 -0.097 0.4 -0.6 0.0 0.00
H -4.603 -1.740 -0.286 -0.3 0.3 0.0 0.00
H -7.195 -1.597 -0.745 0.6 0.5 0.1 0.00
H -8.427 -3.682 -0.921 -0.3 0.5 0.5 0.00
H -7.366 -5.845 -0.544 -0.1 0.0 0.2 0.00
H -5.015 -5.935 -0.182 0.4 -0.1 0.5 0.00
F 4.133 -0.961 4.940 -2.5 -0.2 1.7 0.00
C 5.156 -1.065 4.161 3.8 -2.5 -2.1 0.00
C 5.669 0.048 3.563 1.0 0.7 -0.6 0.00
C 6.824 -0.051 2.757 -0.6 -1.3 0.0 0.00
C 7.370 -1.314 2.533 1.0 0.4 0.5 0.00
C 6.909 -2.461 3.171 -0.9 0.4 0.4 0.00
C 5.793 -2.366 3.985 -1.6 2.1 -0.1 0.00
H 5.263 1.034 3.737 -0.3 0.0 0.1 0.00
H 7.249 0.818 2.277 0.0 0.1 0.1 0.00
H 8.313 -1.441 2.021 -0.1 0.4 -0.4 0.00
H 7.427 -3.401 3.051 -0.1 -0.1 -0.1 0.00
H 5.264 -3.210 4.402 0.3 -0.2 0.3 0.00
F 5.300 5.837 3.153 1.2 -0.9 0.4 0.00
C 4.233 6.609 3.120 -1.2 1.3 0.1 0.00
C 4.353 7.947 3.409 0.3 0.4 -0.1 0.00
C 3.266 8.791 3.159 0.6 0.0 0.3 0.00
C 2.094 8.242 2.769 -1.4 -1.8 -1.9 0.00
C 1.967 6.842 2.483 -0.5 1.5 1.6 0.00
C 3.024 6.026 2.761 1.3 -0.4 -0.4 0.00
H 5.299 8.331 3.761 0.1 0.1 -0.1 0.00
H 3.315 9.869 3.198 0.4 0.0 0.4 0.00
H 1.255 8.836 2.437 0.0 0.3 0.4 0.00
H 0.973 6.478 2.270 0.1 -0.2 -0.4 0.00
H 3.139 4.960 2.639 -0.8 -0.2 -0.2 0.00
F 0.072 -4.454 -0.819 -0.3 -0.4 0.2 0.00
C 0.507 -5.646 -0.334 1.3 -0.5 -0.6 0.00
C 0.060 -6.105 0.926 0.6 0.8 -1.8 0.00
C 0.672 -7.240 1.368 1.7 -1.7 0.1 0.00
C 1.734 -7.904 0.681 -1.4 1.2 0.1 0.00
C 2.153 -7.425 -0.572 -1.0 -0.5 0.7 0.00
C 1.507 -6.318 -1.131 -1.0 0.7 2.0 0.00
H -0.689 -5.624 1.538 -0.2 0.3 -0.3 0.00
H 0.379 -7.679 2.311 -0.1 0.0 0.1 0.00
H 2.091 -8.795 1.176 0.4 0.0 -0.4 0.00
H 2.877 -7.996 -1.134 0.2 0.2 -0.1 0.00
H 1.829 -5.919 -2.081 -0.3 0.2 -0.1 0.00
C -1.844 -6.884 -4.100 0.7 0.2 0.0 0.00
S -1.594 -5.156 -4.572 -1.7 -0.4 -0.4 0.00
O -2.420 -5.033 -5.841 0.8 0.4 1.2 0.00
C -2.498 -4.460 -3.140 -0.3 0.3 0.4 0.00
H -1.600 -7.386 -5.036 -0.2 -0.3 0.2 0.00
H -2.842 -7.112 -3.726 0.0 0.2 -0.3 0.00
H -1.103 -7.129 -3.339 0.0 -0.1 0.0 0.00
H -2.306 -5.051 -2.245 0.8 0.1 0.0 0.00
H -3.588 -4.472 -3.145 -0.2 -0.2 -1.0 0.00
H -2.228 -3.411 -3.014 0.3 -0.1 0.1 0.00
C 3.244 1.684 6.243 -0.8 -0.4 0.2 0.00
S 3.334 3.302 5.336 -1.4 -0.5 1.3 0.00
O 1.975 3.518 4.699 0.9 -0.5 0.2 0.00
C 3.239 4.325 6.877 1.4 -0.5 -0.8 0.00
H 2.275 1.644 6.741 -0.1 0.7 0.4 0.00
H 4.024 1.545 6.991 0.2 0.4 -0.1 0.00
H 3.179 0.757 5.673 0.6 0.6 -0.8 0.00
H 3.421 5.305 6.435 -0.8 0.3 0.5 0.00
H 4.104 4.151 7.518 0.2 -0.3 -0.1 0.00
H 2.357 4.107 7.479 -0.3 0.4 -0.6 0.00
C -0.800 -1.367 7.057 -0.7 0.2 1.0 0.04
S -0.930 -2.646 5.769 0.7 2.1 -0.5 0.24
O -1.627 -1.944 4.601 0.5 -1.1 1.1 0.63
C 0.859 -2.815 5.351 -0.3 -0.1 0.0 0.06
H 0.042 -0.685 6.945 0.1 -0.3 -0.6 0.01
H -0.767 -1.786 8.063 0.3 -0.6 -0.2 0.00
H -1.717 -0.781 7.106 -0.2 -0.1 -0.6 0.00
H 1.031 -3.639 4.658 -0.2 0.1 0.0 0.00
H 1.395 -2.967 6.287 -0.2 -0.2 0.2 0.00
H 1.160 -1.843 4.960 -0.1 -0.1 -0.2 0.00
C -4.725 3.125 4.026 0.4 -0.1 -0.5 0.00
S -3.951 1.608 3.362 0.5 0.8 0.2 0.00
O -3.535 1.928 1.946 0.0 -0.2 1.2 0.00
C -2.462 1.802 4.512 -0.4 0.0 -0.4 0.00
H -5.001 2.988 5.072 0.0 -0.1 -0.1 0.00
H -5.579 3.406 3.410 0.0 -0.3 0.0 0.00
H -3.961 3.894 3.907 -0.1 0.1 0.2 0.00
H -2.798 2.023 5.525 -0.3 -0.1 0.0 0.00
H -1.836 2.642 4.209 -0.1 0.0 -0.3 0.00
H -1.863 0.892 4.540 -0.1 -0.1 -0.2 0.00
C -5.910 3.152 -0.233 0.2 0.1 -0.4 0.00
O -6.925 2.831 0.691 -2.1 -1.1 1.6 0.00
C -7.833 1.811 0.558 -0.3 0.0 0.1 0.00
O -7.793 0.914 -0.249 0.1 0.7 0.1 0.00
O -8.803 1.942 1.520 0.7 0.9 -0.1 0.00
C -10.116 1.325 1.404 0.3 -0.3 -1.2 0.00
H -4.945 2.727 0.044 -0.2 -0.6 -0.1 0.00
H -5.763 4.223 -0.097 -0.2 0.1 -0.4 0.00
H -6.241 2.893 -1.239 0.3 0.1 0.0 0.00
H -10.781 1.570 2.233 0.9 0.1 0.5 0.00
H -10.019 0.249 1.267 0.0 0.0 0.2 0.00
H -10.658 1.719 0.545 0.4 0.1 -0.3 0.00
C 0.050 -2.799 -7.328 -1.6 0.8 0.8 0.00
O 1.217 -2.465 -6.535 0.8 0.1 -0.3 0.00
C 1.140 -1.889 -5.315 -1.9 -1.3 0.3 0.00
O 0.106 -1.890 -4.633 2.0 0.6 -0.9 0.00
O 2.364 -1.460 -4.951 -0.9 -0.8 0.0 0.00
C 2.467 -0.863 -3.636 0.1 1.0 -0.5 0.00
H -0.481 -1.881 -7.581 0.2 0.3 0.0 0.00
H -0.698 -3.395 -6.806 0.4 -0.2 0.5 0.00
H 0.185 -3.311 -8.281 1.4 0.0 0.4 0.00
H 3.486 -0.953 -3.260 -0.1 -0.5 -0.3 0.00
H 1.746 -1.225 -2.903 0.1 -0.2 -0.4 0.00
H 2.348 0.201 -3.839 -0.3 0.2 0.5 0.00
C -3.519 3.820 -5.956 0.2 0.7 -1.8 0.00
O -2.389 3.006 -5.724 0.4 0.5 -2.9 0.00
C -2.152 2.479 -4.598 0.2 0.2 2.2 0.00
O -2.968 2.415 -3.706 0.4 -0.6 0.5 0.00
O -0.878 2.119 -4.466 0.7 -1.4 0.5 0.00
C 0.218 2.538 -5.346 -1.8 0.8 -0.3 0.00
H -3.325 4.083 -6.996 -0.3 0.2 -0.1 0.00
H -3.397 4.764 -5.425 -0.6 -0.3 0.5 0.00
H -4.486 3.318 -5.983 0.2 0.0 0.9 0.00
H 0.024 2.396 -6.409 -0.3 -0.6 0.1 0.00
H 1.122 2.004 -5.053 -0.3 0.4 0.3 0.00
H 0.161 3.623 -5.253 1.1 0.1 0.2 0.00
C 5.429 2.659 -3.312 1.0 -1.8 0.0 0.00
O 4.382 3.446 -2.864 -1.2 2.4 0.5 0.00
C 3.449 3.115 -2.000 -0.7 -0.6 0.3 0.00
O 3.127 1.980 -1.695 0.3 0.4 0.0 0.00
O 2.819 4.221 -1.526 0.9 -0.6 -0.7 0.00
C 1.739 4.001 -0.634 -0.9 0.0 0.7 0.00
H 6.366 2.966 -2.847 0.0 0.4 0.0 0.00
H 5.520 2.747 -4.395 -0.1 0.1 0.1 0.00
H 5.307 1.612 -3.034 -0.2 -0.1 -0.2 0.00
H 2.047 3.831 0.398 0.5 0.1 -0.1 0.00
H 1.117 3.136 -0.865 0.2 0.0 -0.5 0.00
H 1.102 4.886 -0.621 0.3 0.0 -0.3 0.00
C 7.657 -3.239 -0.958 0.0 0.6 1.5 0.00
O 7.247 -2.376 -1.993 -1.3 2.0 -1.4 0.00
C 6.440 -1.266 -1.848 -0.7 0.9 -2.0 0.00
O 6.055 -0.575 -2.835 1.6 -2.7 3.8 0.00
O 6.099 -1.047 -0.547 0.0 -0.1 -0.7 0.00
C 5.200 0.052 -0.266 -0.3 0.5 -0.8 0.00
H 8.550 -3.785 -1.263 -0.3 0.0 -0.4 0.00
H 6.843 -3.892 -0.645 0.1 -0.2 -0.2 0.00
H 7.941 -2.629 -0.101 0.0 -0.1 0.2 0.00
H 4.342 0.076 -0.937 0.1 -0.4 -0.1 0.00
H 5.678 1.020 -0.418 0.4 -0.1 0.0 0.00
H 4.834 0.029 0.760 0.4 -0.7 -0.1 0.00
C -3.090 -1.859 -5.509 1.3 0.1 0.2 0.00
O -4.190 -0.952 -5.560 -1.4 0.6 0.5 0.00
C -4.824 -0.639 -4.406 1.7 -1.9 2.5 0.00
O -4.613 -1.209 -3.314 -0.4 0.9 -2.4 0.00
O -5.633 0.390 -4.533 0.0 -0.8 -0.6 0.00
C -6.441 0.802 -3.418 -0.3 1.5 -0.4 0.00
H -2.827 -2.265 -6.486 -1.0 0.1 -0.2 0.00
H -3.177 -2.705 -4.827 -0.5 0.5 0.0 0.00
H -2.202 -1.272 -5.274 0.0 0.0 0.5 0.00
H -7.390 0.291 -3.260 0.4 -0.7 -0.4 0.00
H -6.687 1.787 -3.815 -0.3 0.2 0.6 0.00
H -5.951 0.936 -2.454 0.5 -0.4 -0.3 0.00
C 4.214 -4.242 -3.105 -0.3 -0.3 -2.3 0.00
O 4.316 -4.376 -1.720 2.1 -1.7 -2.8 0.00
C 3.642 -3.698 -0.899 -4.1 3.6 -1.5 0.00
O 2.777 -2.818 -1.168 2.4 -2.2 1.4 0.00
O 4.017 -4.184 0.225 0.4 -0.8 2.4 0.00
C 3.550 -3.701 1.414 -0.1 1.1 2.6 0.00
H 4.849 -3.483 -3.562 -0.1 0.5 0.6 0.00
H 3.193 -4.138 -3.472 -0.1 0.4 0.4 0.00
H 4.563 -5.151 -3.594 0.1 -0.3 0.6 0.00
H 2.645 -4.152 1.820 -0.4 -0.3 -0.7 0.00
H 3.451 -2.616 1.454 -0.2 0.1 -0.4 0.00
H 4.291 -3.921 2.183 0.3 -0.1 -0.2 0.00
C -1.070 4.685 2.146 -2.1 0.3 1.0 0.00
O -1.039 4.936 0.769 2.2 -0.4 -1.0 0.00
C -2.062 5.519 0.159 -2.8 -0.5 1.3 0.00
O -3.105 5.855 0.737 2.3 -0.4 -1.6 0.00
O -1.793 5.487 -1.148 0.1 0.5 0.2 0.00
C -2.878 5.676 -2.052 -0.7 -0.1 -0.7 0.00
H -1.106 5.642 2.667 0.0 -0.2 0.3 0.00
H -0.329 4.025 2.597 0.8 0.4 -1.0 0.00
H -1.994 4.124 2.289 -0.4 0.3 0.5 0.00
H -3.343 4.712 -2.257 -0.2 -0.1 0.4 0.00
H -2.526 5.971 -3.041 0.7 0.3 0.3 0.00
H -3.603 6.423 -1.729 0.1 -0.2 0.3 0.00
```
Positions in Å, forces in eV/Å.



# 6
This record from the Open Molecules 2025 dataset describes a cluster of 3 separate species, C3H11NO2 in total in a non-equilibrium geometry. The level of theory is ωB97M-V with the def2-TZVPD basis set.

Its multiplicity is 1. The calculation puts the largest force on an atom at 2.0 eV/A. The value obtained for the LUMO energy is 0.7 eV. Its SMILES is C=C(C)N.O.O.

```
17
Properties=species:S:1:pos:R:3:forces:R:3:lowdin_charge:R:1
C 1.348 0.813 0.784 -0.8 -0.1 0.2 -0.06
C 0.206 -0.181 1.050 1.5 1.3 -0.1 -0.43
C 0.558 -1.476 0.939 -1.6 0.5 0.3 0.01
N -1.060 0.455 1.262 0.9 -1.2 0.0 0.06
H 2.261 0.232 0.746 0.3 0.3 -0.2 0.07
H 1.439 1.646 1.484 -0.1 -0.2 0.3 0.07
H 1.129 1.283 -0.186 0.3 -0.3 0.0 0.08
H -0.166 -2.250 0.737 -0.2 -0.3 0.6 0.05
H 1.566 -1.747 1.194 0.3 -0.1 -0.7 0.05
H -0.915 1.438 1.453 0.0 0.0 0.1 0.08
H -1.476 0.035 2.082 -0.5 0.0 -0.2 0.10
H -1.128 1.406 -0.492 -0.3 -0.3 -1.0 -0.02
H -0.948 0.760 -1.903 0.0 0.2 0.5 0.00
O -1.111 1.607 -1.447 0.1 0.1 0.2 -0.09
H -1.003 -1.291 -3.215 -0.3 -0.1 -0.4 0.05
H -0.301 -1.747 -1.944 0.0 0.6 -0.2 0.05
O -0.399 -0.984 -2.543 0.2 -0.5 0.5 -0.05
```
Positions in Å, forces in eV/Å.